(1)
Entry from the OMol25 dataset: one molecule with the formula C2H4ClN (the ωB97M-V functional and the def2-TZVPD basis).

```
8
Properties=species:S:1:pos:R:3:forces:R:3
H 0.979512 2.215197 -0.173008 0.6743 -0.4572 0.3714
N 0.117947 1.705597 0.001628 0.4191 -8.5618 0.2092
C 0.432908 0.110722 0.078991 -1.9924 9.5233 -1.1846
C -0.774436 -0.799721 -0.031561 4.8018 -1.4895 2.1349
Cl 2.032774 -0.363916 0.047470 0.5499 -0.6464 0.0914
H -0.981035 -0.991764 1.023891 -0.5471 -0.4442 -0.1074
H -0.377820 -1.737647 -0.518701 -1.2543 1.0122 0.1415
H -1.429850 -0.138470 -0.428713 -2.6514 1.0636 -1.6564
```
Positions in Å, forces in eV/Å.

As for the SMILES: [H]/N=C(/C)Cl. The net charge is 0.

(2)
Entry from the OMol25 dataset: C20H12F6N4O4PdS2 as an isolated structure (the ωB97M-V functional and the def2-TZVPD basis).

```
49
Properties=species:S:1:pos:R:3:forces:R:3
Pd 0.121414 0.248979 -0.444716 -0.4229 0.1437 0.0208
C 4.524748 0.719520 -0.266710 0.0190 0.0027 -0.0160
C 3.196523 0.804067 -0.688195 0.0093 0.0231 0.0996
N 2.187031 0.221427 -0.038380 -0.2414 0.1345 -0.1667
C 2.432996 -0.474177 1.070717 0.3944 -0.0349 -0.0068
C 3.753952 -0.622511 1.559584 -0.1962 -0.0356 0.0496
C 4.810676 0.000904 0.859661 0.0707 0.0011 -0.0055
C 3.963681 -1.389691 2.709175 0.0251 0.0587 -0.0912
C 2.902549 -2.016819 3.372587 -0.0609 -0.0245 0.0469
C 1.620182 -1.875532 2.924381 -0.0019 0.0168 -0.0272
C 1.310958 -1.081570 1.771055 0.0140 -0.0297 0.0246
N 0.122044 -0.818193 1.230793 -0.5665 -0.2528 0.3239
C -1.170188 -1.143118 1.625310 0.2062 0.0465 -0.0651
C -1.565835 -1.827631 2.779034 -0.1909 -0.0821 0.1273
C -2.901216 -2.108567 3.045960 0.1866 -0.0292 0.0661
C -3.887242 -1.707649 2.176963 -0.0618 0.0985 -0.1672
C -3.564033 -0.985858 1.006885 -0.0073 -0.0465 0.0477
C -4.552302 -0.535596 0.098711 0.0936 0.0318 -0.0233
C -4.168848 0.171199 -1.005622 -0.0708 -0.0286 0.0355
C -2.808601 0.431047 -1.200689 -0.0545 0.1883 -0.2299
N -1.878619 0.020999 -0.361861 0.4255 -0.1968 0.1110
C -2.216137 -0.695121 0.738391 -0.0162 0.0154 0.0077
H 5.294653 1.217364 -0.837864 -0.0084 0.0038 -0.0091
H 2.933718 1.354084 -1.573099 0.1136 0.0263 0.0060
H 5.825711 -0.101019 1.223281 0.0015 0.0096 -0.0039
H 4.973228 -1.515296 3.084457 0.0107 0.0165 -0.0121
H 3.106262 -2.624872 4.242654 -0.0318 -0.0104 -0.0010
H 0.859189 -2.404021 3.458065 -0.1517 -0.1115 0.0418
H -0.867455 -2.153730 3.519631 0.1830 0.0062 0.1126
H -3.156191 -2.642420 3.950291 0.0080 0.0031 0.0025
H -4.926961 -1.927283 2.386564 -0.0019 -0.0085 0.0075
H -5.593832 -0.755983 0.294615 -0.0093 0.0025 -0.0089
H -4.878096 0.539827 -1.732325 -0.0306 -0.0193 0.0227
H -2.468052 0.993582 -2.061901 -0.0160 -0.0433 0.0950
F -1.634918 3.140051 -0.224367 -0.0320 0.0085 -0.0859
C -1.154318 3.729289 -1.331013 0.0070 0.0143 0.1060
F -2.036648 3.590957 -2.307881 -0.0311 -0.0260 -0.0382
F -0.929589 5.000948 -1.094495 0.0488 -0.0868 0.0128
S 0.438694 2.903086 -1.789992 -0.0855 0.2363 0.3106
O 1.173723 2.728623 -0.565169 -0.1657 0.4663 0.0949
O 1.006083 3.617243 -2.867867 -0.0126 0.0735 -0.2800
N -0.146879 1.403413 -2.186328 0.7638 -0.1344 0.1587
S 0.687251 0.603081 -3.376554 0.0903 -0.3138 -0.1816
O 1.689608 -0.174248 -2.700734 -0.0384 -0.4458 -0.4012
O 1.032638 1.383912 -4.500085 -0.2093 0.2138 -0.1903
C -0.630685 -0.593952 -3.909507 0.0780 -0.0110 0.0538
F -0.920958 -1.415269 -2.885936 -0.0425 0.0675 -0.0696
F -0.180912 -1.296886 -4.922334 0.0269 0.0598 0.0808
F -1.728996 0.063409 -4.255144 -0.0177 0.0026 0.0145
```
Positions in Å, forces in eV/Å.

The net charge is +2.

(3)
Entry from the OMol25 dataset: a 2-piece molecular cluster, C4H12NOS overall (the ωB97M-V functional and the def2-TZVPD basis).

```
19
Properties=species:S:1:pos:R:3:forces:R:3
C 2.163296 1.514245 -0.027566 3.1401 -5.1017 1.2603
C -1.772062 -2.253404 -0.900469 -2.5123 0.2474 0.7321
C 1.277160 0.941333 1.085302 -0.9704 0.9720 -2.6055
C -0.458373 -0.195402 -0.395185 0.4006 3.4863 0.8667
N -1.040332 -1.420918 0.127954 2.2675 -1.0477 -0.7878
O 0.494189 1.842999 1.632092 0.0036 0.6611 0.1926
S -1.613736 1.119603 -0.434892 -0.2666 -0.3576 -0.6923
H 1.667835 2.228366 -0.542682 -1.5932 2.3145 -1.7019
H 2.517354 0.674675 -0.724820 -1.0607 1.0408 0.6701
H 3.194963 1.839444 0.249373 -1.0009 0.2929 0.6494
H -2.627149 -1.663222 -1.483914 2.1806 -1.1141 1.4841
H -0.990449 -2.618563 -1.503427 0.5553 -0.2659 -1.2959
H -2.192739 -3.133907 -0.359963 0.0255 0.7190 -0.4855
H 1.247516 -0.007553 1.577482 0.7955 -0.0801 0.3856
H 0.219666 -0.130795 -1.234663 -0.1700 -1.5083 -0.2235
H -1.584152 -1.244036 0.993503 0.5219 -0.0612 -0.6005
H -0.090883 -1.870705 0.310057 -2.0503 -0.4018 0.5685
H 0.500451 2.689735 1.113606 0.2569 -0.7463 0.7421
H -0.912553 1.688106 0.518211 -0.5229 0.9507 0.8415
```
Positions in Å, forces in eV/Å.

The net charge is +1.

(4)
Entry from the OMol25 dataset: a 2-piece molecular cluster, C16H17Cl2N2O overall (the ωB97M-V functional and the def2-TZVPD basis).

```
38
Properties=species:S:1:pos:R:3:forces:R:3
C 2.317082 -2.149341 0.261197 0.1313 0.0001 0.5858
N 1.445385 -1.945090 -0.901906 -1.9923 0.2099 -0.1477
C 2.077258 -1.693581 -2.208669 0.1292 0.2064 -0.1203
C 0.147805 -1.958806 -0.743825 1.2562 -0.4017 -0.1186
Cl -0.956188 -1.804728 -2.011295 0.4834 -0.0135 0.1483
H 3.229859 -2.650079 -0.071085 -0.2681 0.0069 0.0706
H 2.573674 -1.185100 0.721118 -0.1389 -0.1540 -0.2459
H 1.785627 -2.761022 0.996910 0.2129 0.1578 -0.1343
H 3.154736 -1.748616 -2.051198 -0.1963 0.0649 -0.1534
H 1.766739 -2.448796 -2.938679 0.0070 0.1113 0.2374
H 1.806355 -0.696013 -2.576246 0.0493 -0.2371 0.1724
H -0.275554 -2.218780 0.229536 0.2165 0.3745 -0.1420
Cl -4.091328 -1.922187 3.405753 0.0582 -0.0204 0.0642
C -3.903974 -1.079021 1.923781 -0.4493 0.2472 -0.7214
C -4.964170 -1.003324 1.020148 0.4392 0.1708 0.0313
C -4.748304 -0.288920 -0.163010 -0.0436 0.0164 0.0684
C -3.538419 0.311361 -0.423853 0.4324 -0.2296 0.3942
N -2.485153 0.204868 0.463794 -0.9130 -0.6975 0.6017
C -1.274413 0.778736 0.120659 0.6282 0.8273 -0.3064
C -0.107297 0.738796 0.911400 0.1316 -0.5884 0.2496
C 1.095681 1.527932 0.446036 0.1868 -0.1638 -0.2884
C 2.111974 1.807271 1.371917 0.0195 0.1130 -0.1048
C 3.237698 2.538803 0.986988 -0.2744 -0.0612 -0.3733
C 3.360434 2.988926 -0.338053 -0.1505 -0.1692 0.2245
C 2.374209 2.668962 -1.277397 -0.0035 -0.1458 0.1393
C 1.260631 1.915564 -0.891117 0.1772 0.2581 0.2431
O 0.026589 0.029830 1.940844 -0.0692 0.1160 -0.3044
C -2.686467 -0.481671 1.649755 -0.0427 0.1855 -0.7230
H -5.910052 -1.479258 1.248059 0.0807 0.0687 -0.0948
H -5.534867 -0.189668 -0.907826 0.1388 -0.0259 0.2147
H -3.317732 0.871826 -1.331880 -0.1636 -0.1840 0.3258
H -1.336717 1.440724 -0.742289 -0.0298 -0.2698 0.3763
H 2.006808 1.449544 2.397337 -0.0534 0.1361 -0.3036
H 4.009082 2.759460 1.724685 -0.1765 -0.0091 -0.2454
H 4.228195 3.580465 -0.632676 -0.2584 -0.1712 0.0628
H 2.463871 3.005645 -2.312736 0.0383 -0.1181 0.3378
H 0.505654 1.635476 -1.625555 0.1965 0.1901 0.0768
H -1.854714 -0.550185 2.329378 0.2101 0.1992 -0.0971
```
Positions in Å, forces in eV/Å.

The net charge is +1.

So what do the calculations give for energy relative to the best compared isomer or geometry (same formula, charge and spin)? Going down the list: 275.5 33.2 422.3 0.0 kJ/mol.
So what do the calculations give for total energy? Going down the list: -16148.2217 -76522.9649 -18704.6901 -46932.5984 eV.